Formula: C41H40Br3Cl60I2NO3P
Source: the OMol25 dataset
Level of theory: ωB97M-V/def2-TZVPD

Last column: Mulliken charge in e.
Atoms and positions in Å:
C1 -0.959 -1.352 1.503  -0.1230
C2 -0.850 -1.341 0.300  -2.3262
C3 -0.675 -1.271 -1.249  4.4772
C4 -0.046 -2.647 -1.881  -1.5389
I1 -1.497 -3.521 -3.319  0.3222
C5 0.224 -3.837 -0.880  -0.6833
C6 1.381 -3.668 0.180  -0.4155
I2 -1.585 -4.770 -0.026  0.2771
O1 -1.865 -1.076 -2.005  -0.3923
C7 -2.382 0.295 -2.036  -0.8728
C8 -3.425 0.381 -0.878  -1.0255
Br1 -4.157 -1.376 -0.249  -0.1775
C9 -4.014 1.430 -0.238  1.0884
C10 -5.094 1.279 0.918  -1.2543
Br2 -3.609 3.250 -0.756  -0.1474
C11 -1.285 1.368 -2.283  0.8642
P1 -0.873 1.350 -4.167  -0.0540
C12 0.547 2.489 -4.575  -0.6987
C13 -0.771 -0.345 -4.900  -0.7457
N1 -0.034 1.253 -1.408  0.9448
C14 -0.364 1.866 -0.100  -0.5812
C15 0.800 2.198 0.902  0.2922
C16 0.055 2.661 2.261  -1.2259
Br3 1.841 3.822 0.372  0.0975
C17 0.455 -0.140 -1.487  -1.4187
C18 1.822 -0.467 -0.749  -0.4488
C19 2.985 0.581 -1.038  0.1092
C20 3.952 0.103 -2.227  -0.7517
C21 4.883 1.366 -2.578  -0.8140
C22 4.231 2.320 -3.679  0.5255
C23 4.230 3.842 -3.299  -0.0445
O2 5.534 4.356 -2.937  -0.2869
C24 5.570 5.748 -3.053  0.6635
O3 5.590 6.273 -4.148  -0.5115
C25 5.534 6.711 -1.805  -0.0514
C26 6.679 7.099 -1.093  -0.5615
H1 -1.069 -0.989 2.556  0.4956
H2 0.902 -2.455 -2.462  0.1540
H3 0.597 -4.683 -1.544  0.6492
H4 2.387 -3.413 -0.283  -0.1825
H5 1.539 -4.699 0.637  0.4489
H6 1.129 -3.002 1.054  0.0957
H7 -3.005 0.291 -2.996  0.5065
H8 -5.952 0.654 0.548  0.3785
H9 -5.414 2.310 1.256  0.2126
H10 -4.588 0.793 1.802  0.2781
H11 -1.579 2.448 -2.238  0.7221
H12 0.132 3.414 -5.082  0.4852
H13 1.183 2.853 -3.720  0.0290
H14 1.177 1.981 -5.373  0.3410
H15 -0.625 -0.237 -6.023  0.4867
H16 -1.783 -0.841 -4.783  0.1586
H17 0.057 -1.022 -4.545  0.1024
H18 0.647 1.878 -1.882  -0.0067
H19 -1.162 1.326 0.498  0.1527
H20 -0.832 2.891 -0.268  0.3036
H21 1.448 1.348 1.224  0.3364
H22 -0.239 3.746 2.235  0.3361
H23 -0.830 1.981 2.485  0.3317
H24 0.797 2.459 3.088  0.3904
H25 0.751 -0.326 -2.573  -0.2444
H26 2.231 -1.450 -1.140  -0.0992
H27 1.724 -0.598 0.362  0.6524
H28 2.647 1.615 -1.321  -0.7034
H29 3.649 0.607 -0.120  0.4344
H30 3.366 -0.139 -3.168  0.2529
H31 4.625 -0.740 -1.914  0.3765
H32 5.047 2.003 -1.659  0.4092
H33 5.884 0.990 -2.947  0.3449
H34 3.186 1.950 -3.886  -0.6624
H35 4.828 2.220 -4.641  0.1654
H36 3.479 4.124 -2.496  -0.3080
H37 3.906 4.424 -4.225  0.5562
H38 4.547 7.159 -1.479  0.2066
H39 6.803 6.863 0.005  0.0470
H40 7.511 7.713 -1.556  0.2801
C27 -6.933 -1.483 4.012  0.0643
Cl1 -7.986 -2.897 3.826  -0.1031
Cl2 -5.821 -1.388 2.632  -0.0116
Cl3 -7.924 -0.012 4.073  0.0190
Cl4 -6.002 -1.631 5.513  -0.0883
C28 -6.609 3.380 -3.303  0.1692
Cl5 -7.568 3.623 -4.772  -0.0843
Cl6 -5.084 2.570 -3.709  0.0046
Cl7 -6.257 4.954 -2.557  -0.0635
Cl8 -7.516 2.367 -2.167  -0.0474
C29 0.546 7.131 -1.459  0.0593
Cl9 1.218 7.422 0.157  -0.0588
Cl10 -0.846 6.033 -1.333  0.0239
Cl11 0.023 8.666 -2.167  -0.0729
Cl12 1.787 6.395 -2.493  -0.0150
C30 -5.299 1.886 8.069  0.2259
Cl13 -4.542 3.456 7.736  -0.1141
Cl14 -6.163 1.963 9.614  -0.0960
Cl15 -6.440 1.493 6.771  0.1282
Cl16 -4.046 0.632 8.154  -0.1208
C31 -9.942 2.735 5.756  0.3085
Cl17 -8.656 2.899 4.544  -0.0773
Cl18 -9.768 4.006 6.978  -0.0783
Cl19 -11.520 2.889 4.962  -0.0924
Cl20 -9.823 1.145 6.533  -0.0577
C32 -4.305 -7.480 2.634  0.2453
Cl21 -5.200 -6.980 4.081  -0.0891
Cl22 -2.665 -7.972 3.090  -0.0324
Cl23 -5.140 -8.839 1.862  -0.0995
Cl24 -4.210 -6.120 1.497  -0.0965
C33 7.166 0.927 -6.359  0.2564
Cl25 6.593 -0.299 -5.208  -0.0368
Cl26 6.160 0.874 -7.818  -0.0936
Cl27 7.048 2.535 -5.619  -0.0298
Cl28 8.851 0.594 -6.790  -0.0933
C34 -3.980 -6.359 -5.530  0.2963
Cl29 -3.515 -4.660 -5.762  -0.1113
Cl30 -5.351 -6.447 -4.411  -0.0835
Cl31 -4.442 -7.062 -7.090  -0.0898
Cl32 -2.608 -7.258 -4.858  -0.0792
C35 0.755 -10.235 2.066  0.2324
Cl33 1.419 -9.903 3.677  -0.1007
Cl34 -0.626 -11.338 2.212  -0.0896
Cl35 0.219 -8.715 1.323  -0.0158
Cl36 2.003 -10.980 1.053  -0.0408
C36 -8.628 5.181 0.792  0.1616
Cl37 -9.620 5.417 -0.660  -0.0863
Cl38 -7.108 4.382 0.349  0.0363
Cl39 -8.277 6.754 1.531  -0.1009
Cl40 -9.501 4.161 1.951  -0.0475
C37 4.570 -4.114 -2.969  0.1835
Cl41 2.823 -3.954 -3.255  -0.0094
Cl42 5.168 -5.575 -3.770  -0.0813
Cl43 5.407 -2.693 -3.624  -0.0096
Cl44 4.876 -4.227 -1.225  -0.0806
C38 6.037 5.320 2.808  0.2220
Cl45 7.357 6.453 3.149  -0.0779
Cl46 6.561 4.154 1.578  -0.0730
Cl47 5.597 4.456 4.291  -0.0837
Cl48 4.626 6.215 2.209  -0.0345
C39 5.614 0.268 5.879  0.2444
Cl49 4.980 -1.150 5.020  -0.1008
Cl50 4.323 0.994 6.854  -0.0174
Cl51 6.945 -0.229 6.937  -0.1007
Cl52 6.204 1.458 4.702  -0.0167
C40 2.394 0.367 10.540  0.3537
Cl53 1.507 0.832 12.002  -0.0900
Cl54 4.021 -0.178 10.983  -0.0866
Cl55 1.533 -0.947 9.717  -0.0949
Cl56 2.516 1.765 9.453  -0.0906
C41 4.229 -13.862 -1.096  0.3372
Cl57 2.486 -13.789 -1.410  -0.0815
Cl58 4.912 -15.298 -1.879  -0.0984
Cl59 5.008 -12.406 -1.746  -0.0884
Cl60 4.511 -13.951 0.653  -0.0828

Forces on atoms 1 to 2 (eV/Å):
-0.07 1.55 0.62
-0.36 -0.13 -1.36

Energy (Eh): -38136.25310
HOMO-LUMO gap (eV): 7.92
Charge: +1